## A
Below is a cluster of 2 separate species, C11H14N2O in total, with properties calculated with ωB97M-V/def2-TZVPD.

Geometry as ORCA input:
```
! RIJCOSX wB97M-V def2-TZVPD def2/J DEFGRID3
* xyz 0 1
C 1.686 -1.062 2.431
C 1.399 0.246 1.801
C 1.215 1.508 2.346
N 1.097 2.320 1.287
C 1.129 1.680 -0.004
C 1.246 2.087 -1.304
C 1.377 0.998 -2.260
C 1.856 -0.249 -1.966
C 1.770 -0.627 -0.630
C 1.425 0.278 0.346
H 0.785 -1.529 2.791
H 2.327 -0.815 3.306
H 2.277 -1.742 1.677
H 1.580 1.874 3.375
H 1.031 3.351 1.412
H 1.071 3.123 -1.613
H 1.023 1.371 -3.249
H 1.929 -0.907 -2.882
H 2.134 -1.536 -0.017
C -3.260 -0.166 -0.935
C -3.164 -1.654 -0.661
N -3.009 -2.057 0.652
O -3.144 -2.454 -1.590
H -4.082 0.162 -1.620
H -2.264 0.176 -1.278
H -3.678 0.410 -0.043
H -2.766 -2.981 0.835
H -2.902 -1.403 1.472
*
```

Results
SMILES: Cc1c[nH]c2ccccc12.CC(N)=O
Molar mass, g mol⁻¹: 190.246

=====

## B
Below is a cluster of 2 separate species, C11H14N2O in total, with properties calculated with ωB97M-V/def2-TZVPD.

Geometry as ORCA input:
```
! RIJCOSX wB97M-V def2-TZVPD def2/J DEFGRID3
* xyz 0 1
C -3.012 -1.783 1.060
C -2.411 -0.425 1.328
C -2.861 0.513 2.206
N -2.079 1.644 2.136
C -1.206 1.526 1.045
C -0.449 2.571 0.509
C 0.291 2.205 -0.582
C 0.357 0.870 -1.036
C -0.507 -0.075 -0.528
C -1.393 0.211 0.558
H -3.125 -2.044 -0.031
H -3.924 -1.742 1.632
H -2.356 -2.547 1.438
H -3.549 0.365 3.032
H -2.348 2.512 2.561
H -0.503 3.595 0.791
H 1.004 2.775 -1.172
H 1.045 0.553 -1.818
H -0.526 -1.106 -0.878
C 3.150 -1.364 -0.315
C 2.588 -1.325 -1.698
N 3.251 -0.414 -2.489
O 1.706 -2.043 -2.118
H 3.072 -2.189 0.368
H 2.465 -0.535 0.058
H 4.190 -1.095 -0.197
H 2.910 -0.482 -3.440
H 4.222 -0.170 -2.418
*
```

Results
SMILES: Cc1c[nH]c2ccccc12.CC(N)=O
Molar mass, g mol⁻¹: 190.246

=====

Most stable = B

=====

## A
Below is a cluster of 2 separate species, C5H10ClN in total, with properties calculated with ωB97M-V/def2-TZVPD.

Geometry as ORCA input:
```
! RIJCOSX wB97M-V def2-TZVPD def2/J DEFGRID3
* xyz 0 1
H 0.228 -0.795 1.868
N 0.725 -0.050 1.405
C -0.068 0.310 0.505
C 0.218 1.313 -0.532
C 0.883 2.454 -0.293
C -1.396 -0.407 0.276
C -1.154 -1.700 -0.624
H -0.063 1.144 -1.653
H 0.981 3.086 -1.115
H 1.449 2.642 0.596
H -2.126 0.273 -0.140
H -1.824 -0.723 1.318
H -0.036 -1.869 -0.650
H -1.467 -1.464 -1.593
H -1.587 -2.566 -0.346
Cl 3.144 -1.010 0.145
H 2.095 -0.639 0.832
*
```

Results
SMILES: [H]/N=C(/C=C)CC.Cl
Molar mass, g mol⁻¹: 119.595

=====

## B
Below is the molecule C5H10ClN, with properties calculated with ωB97M-V/def2-TZVPD.

Geometry as ORCA input:
```
! RIJCOSX wB97M-V def2-TZVPD def2/J DEFGRID3
* xyz 0 1
C 0.486 0.807 -0.520
C -0.193 -0.518 -0.107
C -0.250 2.055 -0.202
C 0.181 -1.833 -0.643
C -1.130 -0.570 1.069
N 1.482 0.599 0.506
Cl 2.935 0.028 -0.030
H 1.067 0.816 -1.493
H 0.541 2.743 -0.161
H -0.966 1.914 0.617
H -0.921 2.187 -1.023
H 0.635 -2.510 0.100
H 1.071 -1.921 -1.402
H -0.777 -2.146 -1.032
H -1.087 0.141 1.779
H -0.937 -1.366 1.741
H -2.136 -0.427 0.802
*
```

Results
Molar mass, g mol⁻¹: 119.595

=====

Most stable = A

=====

## A
Below is the molecule C2H4O2S2, with properties calculated with ωB97M-V/def2-TZVPD.

Geometry as ORCA input:
```
! RIJCOSX wB97M-V def2-TZVPD def2/J DEFGRID3
* xyz 0 1
O -2.809 0.025 0.513
S -1.517 -0.417 0.157
O -1.260 -1.579 -0.589
C -0.412 0.860 0.100
C 1.157 0.444 -0.098
S 1.476 -1.319 0.336
H -0.577 1.638 0.898
H 1.436 0.736 -1.108
H 1.777 1.096 0.514
H 0.729 -1.483 -0.723
*
```

Results
SMILES: O=S(=O)=CCS
Molar mass, g mol⁻¹: 124.186

=====

## B
Below is a structure of composition C2H4O2S2, with properties calculated with ωB97M-V/def2-TZVPD.

Geometry as ORCA input:
```
! RIJCOSX wB97M-V def2-TZVPD def2/J DEFGRID3
* xyz 0 1
C 0.903 0.383 0.268
C -0.072 0.602 -0.895
O -1.615 -2.159 1.536
O 0.264 0.231 1.388
S -0.796 -1.036 -1.080
S -1.543 -0.902 0.853
H 1.632 -0.397 0.047
H 1.569 1.186 0.470
H -0.882 1.293 -0.883
H 0.539 0.800 -1.705
*
```

Results
Molar mass, g mol⁻¹: 124.186

=====

Most stable = B